1.
{
  "formula": "C3H4O3",
  "method": "wB97M-V/def2-TZVPD",
  "orbital_gap_ev": [8.556, 8.259],
  "mol_weight_g_mol": 88.06,
  "homo_energy_ha": [-0.288, -0.281],
  "total_energy_ev": -9314.315,
  "multiplicity": 1,
  "total_charge": 0,
  "e_lumo_ev": [0.72, 0.62],
  "relative_energy_kcal_mol": 101.1,
  "species": ["O", "C", "C", "O", "C", "O", "H", "H", "H", "H"],
  "xyz": [[0.90568, -1.22499, -2.03070], [-0.14644, -0.88995, -1.56207], [-0.33363, 1.45772, 1.01199], [0.54235, 0.50374, 1.24577], [0.58046, -0.64364, 0.67301], [-0.44121, -0.79221, -0.23471], [-1.06939, -0.62295, -2.10955], [-0.21257, 2.27726, 1.69076], [-1.26038, 1.22271, 0.49785], [1.43513, -1.28770, 0.81765]],
  "nbo_charge": [-0.55, 0.65, -0.19, -0.35, 0.32, -0.53, 0.13, 0.17, 0.17, 0.19]
}


2.
{
  "formula": "C33H34ClF4GeN2O5SSc",
  "method": "wB97M-V/def2-TZVPD",
  "orbital_gap_ev": 5.727,
  "mol_weight_g_mol": 799.72,
  "homo_energy_ha": -0.050,
  "total_energy_ev": -159429.210,
  "multiplicity": 1,
  "total_charge": -2,
  "e_lumo_ev": 4.36,
  "relative_energy_kcal_mol": 0.0,
  "species": ["Sc", "C", "N", "C", "C", "C", "N", "C", "C", "F", "C", "F", "C", "C", "F", "C", "F", "H", "H", "H", "H", "H", "H", "H", "H", "H", "H", "H", "O", "Cl", "O", "O", "O", "O", "S", "C", "C", "C", "C", "H", "H", "H", "H", "H", "H", "H", "H", "C", "Ge", "C", "C", "C", "C", "C", "C", "C", "C", "C", "C", "C", "C", "C", "C", "C", "C", "C", "C", "H", "H", "H", "H", "H", "H", "H", "H", "H", "H", "H", "H", "H", "H", "H"],
  "xyz": [[1.16907, 0.22390, -0.88998], [-1.39972, -0.47989, -1.98255], [-0.41864, 0.04502, -2.94156], [-0.95462, 1.11719, -3.74861], [0.24863, -0.97923, -3.72421], [1.70255, -0.59697, -4.00917], [2.36457, -0.20962, -2.77204], [3.61280, 0.22739, -2.82581], [4.19592, 0.77812, -1.64188], [3.35588, 0.91532, -0.57508], [5.48179, 1.22295, -1.53828], [5.93130, 1.73004, -0.37580], [6.35019, 1.19123, -2.62245], [5.81781, 0.71937, -3.80690], [6.60966, 0.71329, -4.90659], [4.52810, 0.25779, -3.92650], [4.15266, -0.16364, -5.16808], [-2.17812, -1.06738, -2.51471], [-1.88845, 0.39213, -1.53848], [-0.49526, -2.29215, -1.30229], [-1.88240, 0.81979, -4.27062], [-0.22367, 1.42935, -4.49524], [-1.15174, 1.97206, -3.09955], [-0.27578, -1.17891, -4.67623], [0.26272, -1.90142, -3.14326], [1.72968, 0.22891, -4.73105], [2.20100, -1.45724, -4.47413], [7.36394, 1.55110, -2.55219], [3.51805, -0.42966, 1.92290], [2.21130, -0.79900, 1.49275], [1.60897, -1.64732, 2.46553], [2.29390, -1.48012, 0.21565], [1.39106, 0.37505, 1.29074], [0.72816, 1.87910, -1.16941], [-0.11414, 3.56654, -0.78099], [1.35773, 3.86948, 0.27197], [1.33809, 5.25224, 0.90509], [-0.12560, 5.63010, 1.11550], [-0.76521, 5.38223, -0.22877], [2.22661, 3.71717, -0.36920], [1.35996, 3.08317, 1.02925], [1.79561, 5.98899, 0.23572], [1.90806, 5.25161, 1.84102], [-0.21091, 6.66561, 1.48321], [-0.56169, 4.95655, 1.86017], [-0.43003, 6.12795, -0.96054], [-1.85954, 5.37400, -0.21119], [-0.64542, -1.27246, -0.92838], [-1.45094, -1.55166, 0.80045], [-0.72854, -3.23635, 1.57301], [-1.23355, -3.74404, 2.76776], [-0.74506, -4.92358, 3.31204], [0.25826, -5.62350, 2.65822], [0.77043, -5.13268, 1.46552], [0.28004, -3.95033, 0.93064], [-1.36961, -0.08250, 2.11951], [-0.96003, -0.28076, 3.43527], [-0.96806, 0.76892, 4.34266], [-1.41946, 2.02369, 3.95533], [-1.81121, 2.23734, 2.64210], [-1.76479, 1.19530, 1.72830], [-3.42790, -2.00798, 0.98019], [-3.93953, -3.13580, 0.33853], [-5.26421, -3.51896, 0.48876], [-6.11717, -2.77097, 1.29035], [-5.63525, -1.62957, 1.91517], [-4.30774, -1.25256, 1.75335], [-2.02907, -3.20646, 3.27443], [-1.14360, -5.29228, 4.25098], [0.65207, -6.53948, 3.08445], [1.56761, -5.66266, 0.95664], [0.70474, -3.56312, 0.01348], [-0.59783, -1.25387, 3.73876], [-0.62136, 0.60380, 5.35714], [-1.45703, 2.83348, 4.67532], [-2.13764, 3.21950, 2.32359], [-2.03766, 1.38187, 0.69505], [-3.27586, -3.73056, -0.28290], [-5.63921, -4.40349, -0.01519], [-7.14847, -3.07773, 1.42393], [-6.29800, -1.03215, 2.53187], [-3.93921, -0.36056, 2.24746]],
  "lowdin_charge": [0.72, -0.32, -0.29, -0.09, -0.20, -0.21, -0.02, -0.19, -0.12, 0.03, -0.23, 0.08, 0.01, -0.25, 0.05, -0.14, 0.04, 0.11, 0.10, 0.01, 0.08, 0.08, 0.06, 0.12, 0.10, 0.11, 0.11, 0.11, -0.29, 0.68, -0.29, -0.36, -0.36, -0.69, 0.81, -0.43, -0.27, -0.33, -0.44, 0.07, 0.06, 0.10, 0.10, 0.08, 0.08, 0.04, 0.03, -0.36, 1.00, -0.26, -0.12, -0.11, -0.12, -0.10, -0.11, -0.29, -0.12, -0.10, -0.11, -0.09, -0.11, -0.24, -0.12, -0.12, -0.13, -0.11, -0.10, 0.10, 0.09, 0.09, 0.09, 0.09, 0.08, 0.09, 0.09, 0.09, 0.09, 0.10, 0.09, 0.08, 0.09, 0.09]
}


3.
{
  "formula": "CH4N2",
  "method": "wB97M-V/def2-TZVPD",
  "orbital_gap_ev": 10.417,
  "mol_weight_g_mol": 44.06,
  "homo_energy_ha": -0.346,
  "total_energy_ev": -4080.505,
  "multiplicity": 1,
  "total_charge": 0,
  "e_lumo_ev": 1.00,
  "relative_energy_kcal_mol": 54.8,
  "species": ["H", "N", "C", "N", "H", "H", "H"],
  "xyz": [[-0.79537, -1.31221, 0.67261], [-1.18710, -0.61417, -0.00319], [-0.19152, 0.07862, -0.30454], [1.07952, 0.37657, 0.20296], [-0.32999, 1.10282, -0.89751], [1.30966, 0.77300, 1.15402], [1.71785, 0.62787, -0.50025]],
  "nbo_charge": [0.32, -0.61, 0.29, -0.91, 0.12, 0.41, 0.38]
}


4.
{
  "formula": "C5H11NO",
  "method": "wB97M-V/def2-TZVPD",
  "orbital_gap_ev": 9.980,
  "mol_weight_g_mol": 101.15,
  "homo_energy_ha": -0.336,
  "total_energy_ev": -8898.983,
  "multiplicity": 1,
  "total_charge": 0,
  "e_lumo_ev": 0.84,
  "relative_energy_kcal_mol": 62.6,
  "species": ["C", "C", "C", "C", "N", "C", "O", "H", "H", "H", "H", "H", "H", "H", "H", "H", "H", "H"],
  "xyz": [[1.79732, -1.14283, 0.52149], [1.84454, -0.11913, -0.35564], [0.79229, 0.88334, -0.79467], [-0.54909, 0.83591, -0.10014], [-0.45137, 0.97389, 1.37423], [-1.33980, -0.44950, -0.47191], [-2.70905, -0.12854, -0.26241], [2.70164, -1.26452, 1.09081], [1.05694, -1.93009, 0.54951], [2.86661, 0.20439, -0.52736], [0.58622, 0.56588, -1.83138], [1.23432, 1.86760, -0.82817], [-1.23778, 1.61531, -0.43369], [-1.31993, 0.58526, 1.74749], [0.17646, 0.22162, 1.65208], [-1.22291, -0.57715, -1.55276], [-0.99557, -1.29465, 0.12164], [-3.23084, -0.84679, 0.10088]],
  "nbo_charge": [-0.45, -0.14, -0.46, -0.07, -0.81, -0.08, -0.74, 0.20, 0.20, 0.19, 0.22, 0.24, 0.21, 0.35, 0.35, 0.16, 0.17, 0.48]
}


5.
{
  "formula": "C4H10O",
  "method": "wB97M-V/def2-TZVPD",
  "orbital_gap_ev": 11.291,
  "mol_weight_g_mol": 74.12,
  "homo_energy_ha": -0.377,
  "total_energy_ev": -6357.671,
  "multiplicity": 1,
  "total_charge": 0,
  "e_lumo_ev": 1.02,
  "relative_energy_kcal_mol": 3.0,
  "species": ["C", "C", "C", "C", "O", "H", "H", "H", "H", "H", "H", "H", "H", "H", "H"],
  "xyz": [[-0.86150, -0.17660, 1.82004], [-0.20190, 0.57489, 0.66731], [0.11229, -0.32156, -0.52494], [0.53220, 0.48301, -1.75055], [1.15150, -1.19556, -0.10136], [-0.28708, -1.07507, 2.06478], [-1.88041, -0.48435, 1.55586], [-0.92501, 0.44654, 2.71811], [-0.84327, 1.40087, 0.33434], [0.74750, 1.01745, 0.99555], [-0.78844, -0.91005, -0.77400], [-0.30317, 1.08479, -2.12600], [1.36220, 1.15283, -1.50019], [0.85997, -0.17630, -2.56364], [1.32513, -1.82089, -0.81530]],
  "nbo_charge": [-0.61, -0.41, 0.10, -0.63, -0.73, 0.22, 0.20, 0.21, 0.20, 0.21, 0.15, 0.21, 0.21, 0.20, 0.47]
}


6.
{
  "formula": "C10H13BiNO",
  "method": "wB97M-V/def2-TZVPD",
  "orbital_gap_ev": [5.830, 5.803],
  "mol_weight_g_mol": 372.20,
  "homo_energy_ha": [-0.099, -0.098],
  "total_energy_ev": -19954.549,
  "multiplicity": 1,
  "total_charge": -1,
  "e_lumo_ev": [3.15, 3.14],
  "species": ["C", "C", "C", "C", "C", "Bi", "C", "C", "C", "N", "H", "H", "H", "H", "H", "H", "H", "H", "H", "H", "C", "C", "O", "H", "H", "H"],
  "xyz": [[-0.95755, 2.16358, -0.76995], [-1.22782, 1.37770, -1.92099], [0.00425, 1.13225, -2.59712], [1.04909, 1.79212, -1.85193], [0.43635, 2.43291, -0.72390], [0.62438, -0.50780, -0.27348], [-1.72179, -2.11196, -0.12536], [-1.93507, -1.20301, 0.98367], [-3.14557, -0.73396, 1.49722], [-0.74405, -0.81111, 1.54903], [0.13036, 0.61997, -3.55819], [-2.21195, 1.07635, -2.27918], [2.09608, 1.87535, -2.16186], [0.94096, 3.11140, -0.04125], [-1.70839, 2.57153, -0.10217], [-2.28987, -2.03992, -1.05199], [-0.69775, -0.17099, 2.35307], [-1.25125, -3.07963, 0.08622], [-4.10342, -1.06005, 1.12348], [-3.16316, 0.06293, 2.22816], [3.43713, -0.76043, 1.58077], [2.67757, -1.52937, 0.56414], [2.91898, -2.57104, -0.01225], [2.77520, 0.02998, 2.00532], [4.29113, -0.26403, 1.09001], [3.77616, -1.40275, 2.40854]],
  "nbo_charge": [-0.32, -0.33, -0.37, -0.40, -0.36, 1.22, -0.68, 0.14, -0.67, -0.96, 0.21, 0.21, 0.21, 0.20, 0.21, 0.20, 0.36, 0.20, 0.18, 0.17, -0.75, 0.27, -0.61, 0.22, 0.23, 0.22]
}